# C7H14NS

A cluster of 2 separate species, C7H14NS in total in a non-equilibrium geometry (wB97M-V/def2-TZVPD, the OMol25 dataset).

As for the molar mass: 144.26 g mol⁻¹. For the energy relative to the best compared isomer or geometry (same formula, charge and spin), the calculation gives 82.87 kJ/mol. The total energy comes out at -19798.85495 eV. Its gap between HOMO and LUMO (spin up / spin down) is 8.031 / 6.636 eV. The charge is +1. The LUMO energy (spin up / spin down) comes out at -0.1003 / -0.2130 Ha. Its multiplicity is 3. The highest occupied orbital energy (spin up / spin down) is -10.8 / -12.4 eV.

Bonds (Å) are listed after each position.
Atoms and positions in Å:
1 C -0.375 1.684 1.676  C2 1.189, C3 1.373
2 C -0.059 0.880 0.859  C1 1.189, C7 1.442
3 C -0.724 2.523 2.706  C1 1.373, H10 1.128, H11 1.141, H12 1.119
4 C 1.235 -2.057 -0.882  N8 1.465, H13 1.034, H14 1.063, H15 1.130
5 C 2.342 0.141 -0.977  N8 1.455, H16 1.149, H17 1.093, H18 1.044
6 C -3.002 -0.648 -1.006  S9 1.823, H19 1.097, H20 1.074, H21 1.080
7 C 0.074 -0.028 -0.253  C2 1.442, N8 1.521, H22 1.153
8 N 1.419 -0.737 -0.273  C4 1.465, C5 1.455, C7 1.521, H23 1.002
9 S -1.794 -1.690 -0.124  C6 1.823
10 H -1.545 3.281 2.554  C3 1.128
11 H 0.273 2.940 3.072  C3 1.141
12 H -1.161 1.943 3.558  C3 1.119
13 H 0.589 -2.628 -0.312  C4 1.034
14 H 0.798 -1.955 -1.845  C4 1.063
15 H 2.225 -2.600 -0.937  C4 1.130
16 H 1.813 1.074 -1.389  C5 1.149
17 H 3.222 0.401 -0.383  C5 1.093
18 H 2.627 -0.438 -1.798  C5 1.044
19 H -2.413 -0.035 -1.699  C6 1.097
20 H -3.514 -0.010 -0.309  C6 1.074
21 H -3.634 -1.350 -1.528  C6 1.080
22 H -0.207 0.288 -1.327  C7 1.153
23 H 1.814 -0.978 0.616  N8 1.002

# CBrClN2O4

The molecule CBrClN2O4 in a non-equilibrium geometry (wB97M-V/def2-TZVPD, the OMol25 dataset).

As for the molar mass: 219.38 g mol⁻¹. For the energy relative to the best compared isomer or geometry (same formula, charge and spin), the calculation gives 35.93 kJ/mol. The total energy comes out at -94764.37537 eV. Its gap between HOMO and LUMO is 9.684 eV. The charge is 0. The LUMO energy comes out at -0.0772 Ha. The SMILES is O=[N+]([O-])C(Cl)(Br)[N+](=O)[O-]. Its multiplicity is 1. The highest occupied orbital energy is -11.8 eV.

Bonds (Å) are listed after each position.
Atoms and positions in Å:
1 O 0.230 -0.842 2.103  N2 1.186
2 N 0.331 0.024 1.299  O1 1.186, O3 1.197, C4 1.506
3 O 0.935 1.055 1.368  N2 1.197
4 C -0.437 -0.110 0.010  N2 1.506, Cl5 2.108, Br6 1.854, N7 1.512
5 Cl -0.473 -2.158 -0.491  C4 2.108
6 Br -2.144 0.605 0.106  C4 1.854
7 N 0.342 0.376 -1.191  C4 1.512, O8 1.194, O9 1.190
8 O 1.505 0.107 -1.177  N7 1.194
9 O -0.289 0.943 -2.027  N7 1.190

> Which formula does entry 2 have?

CBrClN2O4

> molar mass of number 1 (C7H14NS)?

144.26 g mol⁻¹